Entry 1:
Computed, not measured: 2 unconnected molecules or ions with the total composition CH6OS2, with ωB97M-V/def2-TZVPD.

The HOMO energy comes out at -9.572 eV. The calculation puts the HOMO-LUMO gap at 9.749 eV.

Last column: natural (NBO) charge in e.
Element x y z (Å)
C (-0.377, -0.472, 1.643)  -0.7300
S (-0.500, 0.858, 0.386)  0.0555
S (1.454, 1.684, 0.609)  -0.1301
H (-1.338, -0.982, 1.705)  0.2272
H (0.386, -1.191, 1.360)  0.2212
H (-0.163, -0.018, 2.605)  0.2264
H (1.982, 0.887, -0.340)  0.1388
O (-0.267, -0.106, -2.967)  -0.9415
H (-0.450, 0.291, -2.114)  0.4713
H (-0.727, -0.950, -2.887)  0.4615

Entry 2:
Computed, not measured: 2 unconnected molecules or ions with the total composition CH6P2S, with ωB97M-V/def2-TZVPD.

The HOMO energy (spin up / spin down) comes out at -7.972 / -7.841 eV. The calculation puts the HOMO-LUMO gap (spin up / spin down) at 7.747 / 7.310 eV.

Last column: natural (NBO) charge in e.
Element x y z (Å)
C (0.345, 0.885, 0.795)  -0.6140
P (2.753, -0.151, -0.163)  0.1003
P (-2.259, -0.635, 0.362)  0.2246
S (-0.979, 0.856, -0.363)  0.0159
H (-0.060, 0.389, 1.752)  0.2155
H (0.967, 1.750, 0.921)  0.2207
H (3.567, 0.193, 0.822)  -0.0593
H (2.304, -1.217, 0.390)  -0.0630
H (-2.092, -1.534, -0.605)  -0.0347
H (-3.294, 0.101, -0.214)  -0.0059

Entry 3:
Computed, not measured: 2 unconnected molecules or ions with the total composition CH6P2S, with ωB97M-V/def2-TZVPD.

The HOMO energy comes out at -9.484 eV. The calculation puts the HOMO-LUMO gap at 9.694 eV.

Last column: natural (NBO) charge in e.
Element x y z (Å)
C (2.427, 0.215, 1.122)  -0.8087
P (3.300, 0.865, -0.118)  0.4572
H (2.656, -0.356, 2.001)  0.2206
H (1.381, 0.306, 0.869)  0.2055
H (4.620, 0.531, 0.132)  -0.0746
P (-3.650, -0.455, -0.565)  0.1941
S (-1.614, -0.292, -0.794)  -0.3034
H (-3.829, -1.459, -1.588)  -0.0125
H (-3.973, 0.551, -1.557)  -0.0231
H (-1.318, 0.095, 0.499)  0.1450

Entry 4:
Computed, not measured: 2 unconnected molecules or ions with the total composition CH6S, with ωB97M-V/def2-TZVPD.

The HOMO energy comes out at -9.796 eV. The calculation puts the HOMO-LUMO gap at 10.448 eV.

Last column: natural (NBO) charge in e.
Element x y z (Å)
C (1.356, 3.306, 0.692)  -0.8699
H (2.149, 2.502, 0.814)  0.2167
H (0.494, 2.913, 0.021)  0.2154
H (0.918, 3.681, 1.662)  0.2210
H (1.931, 4.171, 0.147)  0.2166
S (-0.829, -1.821, -0.382)  -0.3550
H (0.108, -0.867, -0.574)  0.1767
H (-0.480, -3.107, -0.114)  0.1785

Entry 5:
Computed, not measured: 2 unconnected molecules or ions with the total composition CH6S2, with ωB97M-V/def2-TZVPD.

The HOMO energy comes out at -8.927 eV. The calculation puts the HOMO-LUMO gap at 9.098 eV.

Last column: natural (NBO) charge in e.
Element x y z (Å)
S (1.043, 2.028, -1.679)  -0.1295
S (1.567, 0.386, -2.907)  -0.1302
H (2.179, 2.686, -1.950)  0.1314
H (2.839, 0.354, -2.504)  0.1289
C (-1.553, -1.086, 1.834)  -0.8517
H (-2.401, -1.738, 2.016)  0.2139
H (-0.895, -1.632, 1.160)  0.2111
H (-1.795, -0.161, 1.306)  0.2134
H (-0.984, -0.837, 2.726)  0.2127

Entry 6:
Computed, not measured: 2 unconnected molecules or ions with the total composition CH6S2, with ωB97M-V/def2-TZVPD.

The HOMO energy comes out at -9.180 eV. The calculation puts the HOMO-LUMO gap at 9.788 eV.

Last column: natural (NBO) charge in e.
Element x y z (Å)
C (-0.115, -0.946, 0.946)  -0.7318
S (-1.763, -1.450, 1.511)  -0.0437
H (-0.150, -0.880, -0.143)  0.2190
H (0.635, -1.680, 1.210)  0.2223
H (0.157, 0.025, 1.334)  0.2140
H (-2.404, -1.174, 0.371)  0.1195
S (1.213, 2.565, -2.075)  -0.2796
H (2.056, 2.013, -1.188)  0.1416
H (0.372, 1.525, -1.966)  0.1387

Entry 7:
Computed, not measured: 2 unconnected molecules or ions with the total composition CH6S2, with ωB97M-V/def2-TZVPD.

The HOMO energy comes out at -9.337 eV. The calculation puts the HOMO-LUMO gap at 10.093 eV.

Last column: natural (NBO) charge in e.
Element x y z (Å)
C (1.652, -0.600, -0.817)  -0.7135
S (0.373, 0.264, 0.157)  -0.0643
H (1.349, -0.581, -1.850)  0.2158
H (1.680, -1.643, -0.525)  0.2246
H (2.620, -0.184, -0.635)  0.2211
H (0.868, 1.476, -0.120)  0.1257
S (-3.151, 0.097, 1.754)  -0.2977
H (-3.469, 1.016, 0.827)  0.1398
H (-1.922, 0.153, 1.208)  0.1485

Entry 8:
Computed, not measured: a molecular structure, CH6S2Si, with ωB97M-V/def2-TZVPD.

The HOMO energy comes out at -9.029 eV. The calculation puts the HOMO-LUMO gap at 9.641 eV.

Last column: natural (NBO) charge in e.
Element x y z (Å)
C (-0.692, -0.697, -0.260)  -0.9834
Si (0.498, 0.394, 0.678)  0.9946
S (-2.413, -0.029, -0.009)  -0.0568
S (2.323, -0.365, -0.104)  -0.4425
H (-0.271, -0.483, -1.513)  0.2409
H (-0.619, -1.758, -0.138)  0.2394
H (0.430, -0.158, 2.019)  -0.1431
H (0.237, 1.692, 0.061)  -0.1324
H (-2.419, 0.698, -1.171)  0.1395
H (2.925, 0.707, 0.436)  0.1439

Entry 9:
Computed, not measured: a gas-phase ion, CH7BN (charge +1), with ωB97M-V/def2-TZVPD.

Its charge is +1. The HOMO energy comes out at -16.358 eV. The calculation puts the HOMO-LUMO gap at 11.579 eV.

Last column: natural (NBO) charge in e.
Element x y z (Å)
B (-0.055, -1.115, 1.137)  0.4740
C (-0.531, -0.130, -0.375)  -0.5186
N (0.445, 0.988, -0.663)  -0.6621
H (0.700, -0.667, 1.918)  -0.0828
H (-0.590, -2.190, 1.393)  -0.0367
H (-1.483, 0.348, -0.242)  0.2509
H (-0.314, -0.841, -1.146)  0.2424
H (1.354, 0.529, -0.759)  0.4545
H (0.505, 1.543, 0.111)  0.4236
H (-0.032, 1.536, -1.374)  0.4549

Entry 10:
Computed, not measured: a single CH7BN2 molecule, with ωB97M-V/def2-TZVPD.

The HOMO energy comes out at -9.426 eV. The calculation puts the HOMO-LUMO gap at 10.053 eV.

Last column: natural (NBO) charge in e.
Element x y z (Å)
C (1.089, 0.739, 0.688)  -0.9305
B (-0.307, -0.207, -0.308)  0.9015
N (-1.446, 0.505, -0.795)  -1.1074
N (-0.188, -1.631, -0.201)  -1.0977
H (2.126, 0.474, 0.205)  0.2182
H (0.947, 0.549, 1.728)  0.2134
H (1.125, 1.899, 0.461)  0.2137
H (-1.529, 1.548, -0.543)  0.4000
H (-2.312, 0.187, -1.152)  0.3908
H (0.707, -1.760, 0.241)  0.4047
H (-0.855, -2.300, -0.337)  0.3933

We obtain total energy values of -913.3025, -1122.4408, -1122.5086, -439.8340, -838.0446, -838.0449, -838.0445, -1127.5269, -121.5629, -176.6939 a.u. for the records listed above, in that order.
We obtain ΔE to the lowest compared entry with this formula, charge and spin values of 0.0, 311.4, 133.5, 83.1, 26.6, 25.8, 26.8, 66.6, 87.3, 170.7 kJ/mol for the records listed above, in that order.